Run A
ORCA calculation (the ωB97M-V functional and the def2-TZVPD basis) on a single CCl4OS molecule.

The geometry in XYZ format:
```
7
Properties=species:S:1:pos:R:3:lowdin_charge:R:1
C -0.73472 -0.24676 -0.07640 -1.6944
O 1.63398 0.76334 -1.03329 -0.5611
S 1.23640 0.66336 0.31266 0.5104
Cl -0.38827 -1.87393 -0.89514 0.4407
Cl -1.74473 -0.45623 1.36560 0.5052
Cl -1.63021 0.73850 -1.20500 0.5411
Cl 1.97306 -1.08377 0.94427 0.2580
```

2S+1: 1
LUMO in eV: -0.8
HOMO-LUMO gap in eV: 9.27

---

Run B
ORCA calculation (the ωB97M-V functional and the def2-TZVPD basis) on 2 unconnected molecules or ions with the total composition CCl4OS.

The geometry in XYZ format:
```
7
Properties=species:S:1:pos:R:3:lowdin_charge:R:1
C 0.04461 1.13642 -2.28288 -0.9937
O -0.14336 -1.78406 1.71457 -0.5599
S -0.92567 -0.61417 1.74384 0.2540
Cl 1.60272 1.64134 -1.85910 0.5107
Cl 0.00033 -0.31501 -3.22244 0.4839
Cl 0.59717 0.80167 1.65806 0.1643
Cl -1.56888 -0.14756 3.69496 0.1407
```

2S+1: 1
LUMO in eV: -1.2
HOMO-LUMO gap in eV: 8.47

---

Stability order, top to bottom: run A, run B

---

Run A
ORCA calculation (the ωB97M-V functional and the def2-TZVPD basis) on a single CH7N3S molecule.

The geometry in XYZ format:
```
12
Properties=species:S:1:pos:R:3:lowdin_charge:R:1
C 1.37762 -0.91796 0.27497 -0.0341
N 0.58322 1.47082 0.26041 0.0368
N -0.78241 -0.33635 -0.69839 -0.4053
N 0.41548 0.13211 -0.35897 -0.3916
S -2.06868 -0.26266 0.60356 0.5868
H 1.25777 -1.84706 -0.25118 0.0616
H 2.32900 -0.42450 0.06205 0.0678
H 1.26215 -1.07158 1.34627 0.0618
H 0.39931 2.23242 -0.44124 0.0862
H -0.27995 1.47197 0.81054 -0.0020
H -1.28894 0.18108 -1.40596 0.0451
H -3.20459 -0.62827 -0.20206 -0.1131
```

2S+1: 1
Structure (SMILES): CN(N)NS
LUMO in eV: 0.7
HOMO-LUMO gap in eV: 9.19

---

Run B
ORCA calculation (the ωB97M-V functional and the def2-TZVPD basis) on 2 unconnected molecules or ions with the total composition CH7N3S.

The geometry in XYZ format:
```
12
Properties=species:S:1:pos:R:3:lowdin_charge:R:1
C 1.94116 0.72292 0.23279 0.0246
N -1.11335 0.60082 -1.00983 -0.0109
N -0.47924 -1.24203 -0.02826 -0.4680
N -0.07383 -0.32569 -0.84500 -0.1846
S -1.21771 -0.98440 1.59336 0.6364
H 2.36006 0.15063 -0.61263 -0.0116
H 1.69339 1.82701 0.10152 0.0229
H 1.99127 0.18216 1.10449 -0.0643
H -0.89659 1.20811 -1.76926 0.0676
H -1.63120 0.77197 -0.08905 0.0535
H 0.00363 -2.06961 0.23616 0.0310
H -2.57759 -0.84188 1.08572 -0.0967
```

2S+1: 1
LUMO (spin up / spin down) in eV: 0.5 / 0.7
HOMO-LUMO gap (spin up / spin down) in eV: 8.43 / 7.68

---

Stability order, top to bottom: run A, run B

---

Run A
ORCA calculation (the ωB97M-V functional and the def2-TZVPD basis) on a gas-phase ion, C5H11N4 (charge +1).

The geometry in XYZ format:
```
20
Properties=species:S:1:pos:R:3:lowdin_charge:R:1
C 1.24233 0.20344 -0.15129 -0.0758
C -0.97144 -0.44093 -0.05100 -0.0737
C 3.10925 -2.80300 0.51309 -0.0022
C -0.35865 1.94559 -0.79221 -0.0321
C -2.89226 1.06789 0.23062 -0.0672
N 1.79728 -0.86239 0.26063 0.0908
N 2.46590 -1.56637 0.94089 0.0910
N -0.06322 0.61374 -0.19473 -0.1063
N -2.21233 -0.22851 0.25458 -0.0033
H 2.11619 0.92245 -0.52198 0.2144
H 3.98803 -2.66519 1.11552 0.0933
H 2.44265 -3.49415 0.88292 0.0689
H 3.17119 -2.88042 -0.65963 0.1458
H 0.46599 2.70640 -0.80140 0.1145
H -0.81018 1.80280 -1.81061 0.1210
H -1.07660 2.50187 -0.25494 0.0474
H -2.63625 1.69486 0.97175 0.0477
H -2.90648 1.61543 -0.69113 0.0808
H -3.96365 0.80516 0.47474 0.1224
H -2.90774 -0.93866 0.28418 0.1226
```

2S+1: 1
Charge: +1
LUMO in eV: -4.4
HOMO-LUMO gap in eV: 7.93

---

Run B
ORCA calculation (the ωB97M-V functional and the def2-TZVPD basis) on a gas-phase ion, C5H11N4 (charge +1).

The geometry in XYZ format:
```
20
Properties=species:S:1:pos:R:3:lowdin_charge:R:1
C -1.02790 -1.48401 0.94261 0.0081
C -0.07505 -0.87735 1.68194 -0.0868
C -1.19666 -0.94556 -0.41459 -0.3005
C 0.64295 0.72830 0.01886 -0.5077
C 1.91129 0.56317 -0.80396 0.0134
N 0.72132 0.07995 1.28006 0.0914
N -0.43441 0.07572 -0.82234 0.1695
N -2.16519 -1.48330 -1.19722 0.1703
N 0.18622 2.13621 0.28691 0.1119
H -1.59945 -2.41496 0.95122 0.1222
H 0.16981 -1.32166 2.69547 0.1717
H 1.86223 1.19503 -1.65754 0.0822
H 2.00462 -0.39298 -1.07672 0.0453
H 2.82118 0.87142 -0.20088 0.1278
H 1.19208 0.67532 1.94815 0.1660
H -0.53927 0.29046 -1.82407 0.1791
H -2.70344 -2.12678 -0.71827 0.0721
H -2.81170 -0.79365 -1.74093 0.1903
H 0.38536 2.79288 -0.47906 0.0986
H 0.65601 2.43180 1.13036 0.0751
```

2S+1: 1
Structure (SMILES): C[C@]1(N)NC=CC(=[NH2+])N1
Charge: +1
LUMO in eV: -3.6
HOMO-LUMO gap in eV: 9.44

---

Run C
ORCA calculation (the ωB97M-V functional and the def2-TZVPD basis) on a gas-phase ion, C5H11N4 (charge +1).

The geometry in XYZ format:
```
20
Properties=species:S:1:pos:R:3:lowdin_charge:R:1
C -0.26232 1.82019 0.35707 -0.2292
C 0.46931 1.03464 -1.68231 -0.1923
C -0.35230 0.49165 0.93448 -0.0757
C 0.37442 -0.77286 -0.02524 -0.5562
C -0.40206 -1.97722 0.38355 -0.0103
N 0.20131 1.99899 -0.94563 0.0970
N 0.37486 -0.28668 -1.35027 0.0898
N -1.60495 1.18473 0.57711 0.1815
N 1.71099 -0.78599 0.36743 0.1260
H -0.21076 2.67327 0.89547 0.1227
H 1.01411 1.33247 -2.70458 0.1888
H -0.18822 0.30535 1.96604 0.1424
H -1.51270 -1.68256 0.37688 0.1106
H -0.09876 -2.14110 1.35550 0.0535
H -0.28936 -2.89226 -0.40703 0.1585
H 0.56343 -1.01538 -1.98276 0.1374
H -2.33353 1.47909 1.27134 0.2059
H -1.88659 0.83922 -0.42696 0.2235
H 2.39202 -0.36625 -0.20245 0.0906
H 2.04106 -1.23928 1.24235 0.1355
```

2S+1: 1
Structure (SMILES): C[C@@]1(N)NC=N[C@H]2[NH2+][C@H]21
Charge: +1
LUMO in eV: -3.2
HOMO-LUMO gap in eV: 10.10

---

Run D
ORCA calculation (the ωB97M-V functional and the def2-TZVPD basis) on a gas-phase ion, C5H11N4 (charge +1).

The geometry in XYZ format:
```
20
Properties=species:S:1:pos:R:3:lowdin_charge:R:1
C 2.84310 -0.71877 -0.13930 -0.1227
C 0.83070 0.08031 0.12041 -0.3187
C -1.20122 -0.97948 0.75709 0.0258
C -1.17695 0.18725 -1.29270 -0.0215
C -0.97387 1.48542 0.82411 0.0821
N 2.85600 0.33702 0.64026 0.0326
N 1.67913 0.82897 0.80886 0.0734
N 1.58114 -0.98582 -0.49145 0.1646
N -0.57898 0.16267 0.02260 -0.3069
H 3.60662 -1.39414 -0.39439 0.1258
H -1.11091 -1.82632 0.09934 0.0938
H -0.54703 -1.22622 1.66123 0.1575
H -2.21790 -0.69738 0.88815 0.1037
H -2.04360 0.90589 -1.39388 0.1315
H -0.36224 0.72107 -1.87706 0.1398
H -1.47195 -0.79059 -1.79176 0.1371
H -0.00943 1.81413 1.43484 0.1421
H -1.17317 2.19105 0.02546 0.0968
H -1.80733 1.40746 1.43975 0.0784
H 1.27789 -1.50253 -1.34158 0.1847
```

2S+1: 1
Structure (SMILES): C[N+](C)(C)c1nnc[nH]1
Charge: +1
LUMO in eV: -3.0
HOMO-LUMO gap in eV: 10.82

---

Stability order, top to bottom: run B, run C, run D, run A

---

Run A
ORCA calculation (the ωB97M-V functional and the def2-TZVPD basis) on a gas-phase ion, H2NO3S (charge -1).

The geometry in XYZ format:
```
7
Properties=species:S:1:pos:R:3:lowdin_charge:R:1
N 0.00272 0.72893 -0.83048 -0.1223
O -1.36834 -1.32024 0.06608 -0.4070
O 1.07150 -1.09400 0.33133 -0.4707
O -0.51978 0.30681 1.65261 -0.3825
S -0.27834 -0.42101 0.44659 0.3497
H 0.32474 1.54182 -0.34817 0.0068
H 0.76750 0.25769 -1.31795 0.0260
```

2S+1: 1
Structure (SMILES): NS(=O)(=O)[O-]
Charge: -1
LUMO in eV: 4.2
HOMO-LUMO gap in eV: 8.89

---

Run B
ORCA calculation (the ωB97M-V functional and the def2-TZVPD basis) on 2 unconnected molecules or ions with the total composition H2NO3S.

The geometry in XYZ format:
```
7
Properties=species:S:1:pos:R:3:lowdin_charge:R:1
N -2.39927 -0.07080 0.91830 0.0828
O 2.12596 1.38287 -1.00715 -0.4780
O 1.59146 -0.04537 1.04520 -0.4677
O 1.88185 -1.06999 -1.20993 -0.4844
S 1.58841 0.14217 -0.40957 0.4461
H -3.01211 0.37103 0.28065 -0.0759
H -1.77629 -0.70991 0.38250 -0.0230
```

2S+1: 1
Charge: -1
LUMO (spin up / spin down) in eV: 3.9 / 2.3
HOMO-LUMO gap (spin up / spin down) in eV: 9.01 / 5.18

---

Stability order, top to bottom: run A, run B